Entry A
Computed, not measured: a single CH4N2O2 molecule, with the ωB97M-V functional and the def2-TZVPD basis.

Geometry (Å):
N: -1.1133 0.6553 1.1207
N: 0.2574 0.0752 0.6241
C: 0.1841 -0.2618 -0.6561
O: -0.4249 0.0642 -1.6304
O: 1.6348 -0.8035 -0.7456
H: -1.8010 -0.0986 1.1924
H: -1.4518 1.2752 0.3764
H: 0.7619 -0.4713 1.3095
H: 1.9527 -0.4349 -1.5909

For the HOMO energy, the calculation gives -10.53 eV. The calculation puts the gap between HOMO and LUMO at 0.4102 Ha. The SMILES is NNC(=O)O.

***

Entry B
Computed, not measured: a single CH4N2O2 molecule, with the ωB97M-V functional and the def2-TZVPD basis.

Geometry (Å):
O: -1.8677 -0.4023 1.1017
N: -0.7198 -0.7557 0.3492
C: -0.2414 0.2837 -0.0990
N: 0.7350 0.2335 -1.1360
O: 1.9409 0.8663 -0.6533
H: -2.5328 -1.3100 0.9782
H: -0.4788 1.3223 0.2170
H: 0.9598 -0.8049 -1.0098
H: 2.2047 0.5671 0.2520

For the HOMO energy, the calculation gives -10.00 eV. The calculation puts the gap between HOMO and LUMO at 0.3936 Ha. The SMILES is O/N=C/NO.

***

Entry C
Computed, not measured: a 2-piece molecular cluster, CH4N2O2 overall, with the ωB97M-V functional and the def2-TZVPD basis.

Geometry (Å):
C: 0.3545 -0.8992 -0.5432
N: 1.4030 -0.4133 -1.1196
N: -1.7741 0.8369 0.9748
O: -0.2344 -1.8689 -0.2324
O: -0.6447 1.0309 0.3059
H: 2.1507 -1.0018 -1.4828
H: 1.5046 0.5895 -1.1327
H: -2.5019 0.4043 0.4063
H: -1.6304 0.3626 1.8648

For the HOMO energy (spin up / spin down), the calculation gives -7.02 / -8.37 eV. The calculation puts the gap between HOMO and LUMO (spin up / spin down) at 0.2716 / 0.3215 Ha.

***

Entry D
Computed, not measured: a 2-piece molecular cluster, CH4N2O2 overall, with the ωB97M-V functional and the def2-TZVPD basis.

Geometry (Å):
N: 1.7161 -0.9599 -0.8341
N: 2.0507 -0.0695 -0.2688
O: 2.3686 0.8980 0.2922
C: -1.3147 -0.0775 -0.1092
O: -0.2914 0.7660 0.4459
H: -2.2710 -0.1928 0.4749
H: -0.7716 -1.0241 -0.1891
H: -1.4091 0.1980 -1.1390
H: -0.0778 0.4618 1.3273

For the HOMO energy, the calculation gives -10.55 eV. The calculation puts the gap between HOMO and LUMO at 0.4232 Ha. The SMILES is N#[N+][O-].CO.

***

entry A is favored, and the nearest alternative lies 108.7 kJ/mol above it.

***

Entry A
Computed, not measured: a single CH4N2O2 molecule, with the ωB97M-V functional and the def2-TZVPD basis.

Geometry (Å):
O: 1.6723 -0.0166 -1.3941
N: 0.4450 0.2170 -0.6593
C: -0.0032 -0.7516 0.0370
N: -0.8300 -0.3232 1.0166
O: -1.2345 0.9855 0.7921
H: 1.8577 -1.0843 -1.0276
H: 0.0734 -1.9414 0.0240
H: -1.7277 -0.7743 1.3132
H: -0.9919 1.3024 1.7834

For the HOMO energy, the calculation gives -8.69 eV. The calculation puts the gap between HOMO and LUMO at 0.3449 Ha. The SMILES is O/N=C/NO.

***

Entry B
Computed, not measured: a single CH4N2O2 molecule, with the ωB97M-V functional and the def2-TZVPD basis.

Geometry (Å):
N: -1.3421 0.1160 0.7197
C: -0.2149 -0.1545 -0.6374
N: 1.1362 0.0971 -0.1529
O: 1.4982 1.2612 -0.2387
O: 1.7679 -0.8026 0.3874
H: -0.9171 0.8967 1.1529
H: -1.2154 -0.7566 1.2651
H: -0.3010 -1.1963 -1.0596
H: -0.4118 0.5392 -1.4365

For the HOMO energy, the calculation gives -10.97 eV. The calculation puts the gap between HOMO and LUMO at 0.3907 Ha. The SMILES is NC[N+](=O)[O-].

***

Entry C
Computed, not measured: a 2-piece molecular cluster, CH4N2O2 overall, with the ωB97M-V functional and the def2-TZVPD basis.

Geometry (Å):
H: 1.0611 0.3245 2.0814
N: 0.2820 0.9274 2.0531
N: 0.0650 0.9871 0.8396
H: -0.7753 1.6621 0.5466
O: -0.9371 -1.5738 -0.0650
C: -0.5059 -1.4310 -1.1720
O: 0.2172 -0.3899 -1.6560
H: -0.5187 -2.1942 -2.0754
H: 0.3380 0.1221 -0.8760

For the HOMO energy, the calculation gives -9.95 eV. The calculation puts the gap between HOMO and LUMO at 0.3811 Ha. The SMILES is [H]/N=N/[H].O=CO.

***

Entry D
Computed, not measured: CH4N2O2 as an isolated structure, with the ωB97M-V functional and the def2-TZVPD basis.

Geometry (Å):
C: -0.8649 -0.4588 0.1048
O: -0.4314 0.7363 0.4936
O: -1.8445 -0.4870 -0.8937
N: 1.2193 0.5547 -0.2660
N: 2.1386 0.9643 0.3269
H: -1.7171 0.2950 -1.4491
H: 2.6010 0.4446 1.0933
H: 0.1091 -0.9501 -0.3408
H: -1.2100 -1.0990 0.9310

For the HOMO energy (spin up / spin down), the calculation gives -9.07 / -9.07 eV. The calculation puts the gap between HOMO and LUMO (spin up / spin down) at 0.2666 / 0.2665 Ha.

***

entry C is favored, and the nearest alternative lies 208.8 kJ/mol above it.

***

Entry A
Computed, not measured: a 2-piece molecular cluster, CH3IO2 overall, with the ωB97M-V functional and the def2-TZVPD basis.

Geometry (Å):
O: 2.2514 -2.1864 -0.5330
C: 3.1480 -1.7409 0.1050
I: 3.9632 0.2234 0.0017
H: 3.6896 -2.2905 0.7944
O: 0.4395 0.8870 0.5630
H: 0.7490 1.7598 0.2917
H: 0.0560 1.2187 1.3722

For the HOMO energy, the calculation gives -9.96 eV. The calculation puts the gap between HOMO and LUMO at 0.3794 Ha. The SMILES is O=CI.O.

***

Entry B
Computed, not measured: a 2-piece molecular cluster, CH3IO2 overall, with the ωB97M-V functional and the def2-TZVPD basis.

Geometry (Å):
C: -1.7603 0.3024 0.2475
O: -1.1407 -0.6688 -0.3408
O: -0.2192 -1.2652 0.2388
I: 3.2397 0.3175 -0.0590
H: 4.0208 -0.2328 -1.3086
H: -1.5498 0.6683 1.2839
H: -2.5905 0.8786 -0.0618

For the HOMO energy (spin up / spin down), the calculation gives -9.66 / -9.40 eV. The calculation puts the gap between HOMO and LUMO (spin up / spin down) at 0.3407 / 0.3301 Ha.

***

entry A is favored, and the nearest alternative lies 494.3 kJ/mol above it.

***

Entry A
Computed, not measured: C2H7N4S as an isolated structure, with the ωB97M-V functional and the def2-TZVPD basis.

Geometry (Å):
C: 1.9177 1.2684 0.6589
C: 1.2203 -0.1542 -0.9398
N: 2.9114 0.4593 0.7344
N: 0.9647 0.9659 -0.2931
N: -0.0832 1.7746 -0.5760
N: -0.4166 -1.5428 0.2950
S: 2.8491 -0.7682 -0.3047
H: 1.8436 2.1322 1.2985
H: 0.6685 -0.5474 -1.7658
H: -0.3801 2.3665 0.1884
H: -0.8378 1.3225 -1.0766
H: 0.0812 -2.4250 0.3528
H: -1.2731 -1.7237 -0.2192
H: -0.6980 -1.3137 1.2436

For the HOMO energy, the calculation gives -14.01 eV. As for the total charge: +1. The calculation puts the gap between HOMO and LUMO at 0.3577 Ha.

***

Entry B
Computed, not measured: a 2-piece molecular cluster, C2H7N4S overall, with the ωB97M-V functional and the def2-TZVPD basis.

Geometry (Å):
C: -1.2632 0.7733 -0.1793
C: 0.7001 0.9124 1.6568
N: 2.3841 -2.5918 -1.4560
N: 1.6824 -1.7395 -1.1442
N: 1.1046 -0.8787 -0.7346
N: -2.4589 0.7997 -0.6946
S: -1.0224 1.3888 1.3874
H: 1.4814 0.9139 0.9084
H: 0.7198 -0.0526 2.1369
H: 0.7977 1.7977 2.2297
H: 2.1439 -3.4845 -1.7368
H: -0.3482 0.2643 -0.5989
H: -2.7174 0.8341 -1.6478
H: -3.2039 1.0629 -0.1270

For the HOMO energy, the calculation gives -13.96 eV. As for the total charge: +1. The calculation puts the gap between HOMO and LUMO at 0.3466 Ha.

***

entry A is favored, and the nearest alternative lies 147.1 kJ/mol above it.

***

Entry A
Computed, not measured: a single CH6N4S molecule, with the ωB97M-V functional and the def2-TZVPD basis.

Geometry (Å):
H: 0.2847 1.7921 -0.0115
N: -0.6501 1.2221 -0.0802
C: -0.2210 0.0047 -0.0696
N: 0.9404 -0.7265 -0.1193
N: 2.2643 -0.1130 0.2975
N: -1.3973 -0.8344 -0.0043
S: -3.0072 -0.1668 0.2376
H: 0.8852 -1.6558 0.1399
H: 2.5721 0.4370 -0.4660
H: 2.2231 0.2199 1.4028
H: -1.3855 -1.3487 -0.9037
H: -2.5087 1.1693 -0.4233

For the HOMO energy, the calculation gives -8.62 eV. The calculation puts the gap between HOMO and LUMO at 0.3384 Ha. The SMILES is [H]/N=C(\NN)NS.

***

Entry B
Computed, not measured: a single CH6N4S molecule, with the ωB97M-V functional and the def2-TZVPD basis.

Geometry (Å):
N: -1.4737 1.4814 -0.3565
N: -0.3690 1.0725 0.4235
C: 0.3696 -0.0514 0.0232
S: 2.0300 -0.0076 -0.0157
N: -0.3911 -1.1567 -0.3498
N: -1.6441 -1.3665 0.2947
H: -2.2619 1.3913 0.2704
H: -1.6772 0.8858 -1.1449
H: 0.2967 1.8282 0.5067
H: 0.1812 -1.9931 -0.3623
H: -1.7299 -0.8004 1.1213
H: -2.3604 -1.0963 -0.3623

For the HOMO energy, the calculation gives -8.61 eV. The calculation puts the gap between HOMO and LUMO at 0.3419 Ha. The SMILES is NNC(=S)NN.

***

entry B is favored, and the nearest alternative lies 156.4 kJ/mol above it.

***

Entry A
Computed, not measured: an isolated ion of composition C6H13NO and charge +1, with the ωB97M-V functional and the def2-TZVPD basis.

Geometry (Å):
C: -0.0145 1.8686 1.1599
N: -0.0637 0.4605 1.4531
C: 0.0409 -0.5575 0.4846
C: -0.7796 -0.5014 -0.7943
C: -2.1842 0.1569 -0.5035
C: -0.2462 0.1610 -2.0414
C: 1.6003 -0.6071 0.0990
O: 2.2173 -1.5694 0.3713
H: -0.8467 2.4012 1.6183
H: -0.1703 2.0338 0.0912
H: 0.9658 2.2678 1.4475
H: -0.4677 0.2749 2.3746
H: -0.2896 -1.4787 0.9609
H: -0.9957 -1.5328 -1.0762
H: -2.9963 -0.4633 -0.8633
H: -2.2556 1.1822 -0.8670
H: -2.3973 0.2632 0.5613
H: 0.6706 -0.3165 -2.4044
H: -1.0482 0.1489 -2.7796
H: 0.0086 1.2335 -2.0909
H: 1.8969 0.2766 -0.4905

For the HOMO energy (spin up / spin down), the calculation gives -14.66 / -14.90 eV. As for the spin multiplicity: 2. As for the total charge: +1. The calculation puts the gap between HOMO and LUMO (spin up / spin down) at 0.3999 / 0.2666 Ha.

***

Entry B
Computed, not measured: a 2-piece molecular cluster, C6H13NO overall, with the ωB97M-V functional and the def2-TZVPD basis.

Geometry (Å):
C: 1.7511 0.2407 -0.4323
N: 0.6466 -0.5168 0.0629
C: -0.6818 -0.1209 -0.3207
C: -1.6686 -0.8933 0.4774
C: -3.0121 -0.6929 -0.0378
O: -3.3853 0.2508 -0.7653
C: -0.8419 1.4315 -0.0865
C: 3.0353 -0.4665 -0.0521
H: 1.8621 1.2850 -0.1981
H: 1.5903 0.1634 -1.5359
H: 0.6214 -0.4353 1.0683
H: -0.9049 -0.3501 -1.3765
H: -1.3101 0.1860 2.2569
H: -1.4146 -1.8750 0.9545
H: -3.6842 -1.5690 0.0540
H: -0.6584 1.9875 -1.0071
H: -0.1718 1.8306 0.6992
H: -1.9169 1.4774 0.1810
H: 3.0720 -0.7985 0.9925
H: 3.2182 -1.3473 -0.7051
H: 3.8537 0.2127 -0.2292

For the HOMO energy (spin up / spin down), the calculation gives -14.14 / -14.09 eV. As for the spin multiplicity: 2. As for the total charge: +1. The calculation puts the gap between HOMO and LUMO (spin up / spin down) at 0.3096 / 0.2080 Ha.

***

entry A is favored, and the nearest alternative lies 396.4 kJ/mol above it.